The following is a DFT calculation (ωB97M-V/def2-TZVPD) of a 20-piece molecular cluster, C68H190N14O20 overall in a non-equilibrium geometry.

Properties
2S+1 ... 1
Frontier orbital gap ... 8.9 eV
Energy above the lowest of the compared OMol25 structures with the same formula, charge and spin ... 79.23 kJ/mol
HOMO level ... -8.426 eV

Element x y z (Å)
C  -3.29109  -4.55366  -1.05882
C  -3.88788  -3.23413  -0.39881
C  -5.31215  -3.02956  -0.85855
O  -5.33366  -2.26847  -2.00901
C  -6.54379  -1.97150  -2.68344
N  -3.82894  -3.26988  1.03981
H  -3.38599  -4.69710  -2.14323
H  -3.67769  -5.44369  -0.45461
H  -2.22787  -4.54704  -0.89754
H  -3.32667  -2.34973  -0.78694
H  -5.83649  -2.55685  -0.02960
H  -5.76823  -4.02731  -1.02763
H  -7.26815  -1.38339  -2.07348
H  -7.13223  -2.81906  -3.01657
H  -6.21684  -1.37006  -3.55600
H  -4.43654  -3.97004  1.45117
H  -2.85040  -3.49846  1.30844
C  0.61755  -8.59215  -1.65524
C  0.42064  -7.24924  -2.42667
C  -0.68629  -7.34280  -3.53923
O  -0.44299  -8.30342  -4.55449
C  -0.19749  -7.75146  -5.82190
N  0.01664  -6.09150  -1.64552
H  0.58176  -9.49698  -2.33754
H  -0.33121  -8.61940  -1.05145
H  1.44987  -8.50063  -0.93335
H  1.32309  -6.96534  -2.94694
H  -0.65897  -6.36596  -4.03626
H  -1.66775  -7.51837  -3.07479
H  -1.11596  -7.39169  -6.30018
H  0.35215  -8.45957  -6.44676
H  0.52638  -6.97054  -5.69195
H  -0.83045  -6.35701  -1.11104
H  0.81759  -5.82932  -1.04859
C  -0.61509  7.22454  -0.12592
C  -1.28915  6.38307  1.01605
C  -2.21519  7.20303  1.89201
O  -1.62627  8.44847  2.37653
C  -2.56997  9.44780  2.75606
N  -1.84692  5.05619  0.54530
H  0.43712  6.97312  -0.21752
H  -0.65198  8.27246  0.21163
H  -1.20468  7.10278  -1.09121
H  -0.44317  6.05351  1.71638
H  -2.46377  6.51782  2.78352
H  -3.17984  7.61857  1.38281
H  -1.95617  10.29946  3.07369
H  -3.14087  9.14514  3.60991
H  -3.18884  9.78106  1.85416
H  -2.46590  4.66250  1.27343
H  -2.31320  5.20646  -0.34543
C  -5.49640  4.26583  2.27435
C  -4.69249  2.99893  2.53356
C  -3.93558  3.03130  3.83386
O  -2.78725  3.81698  3.60050
C  -2.09049  4.04207  4.83001
N  -5.57971  1.78795  2.44421
H  -5.42597  4.57867  1.24095
H  -5.17825  5.11777  2.93784
H  -6.52452  4.12479  2.53818
H  -3.91301  2.85599  1.77815
H  -3.60820  2.05341  4.20037
H  -4.55197  3.57251  4.52579
H  -2.81433  4.33014  5.56815
H  -1.40396  4.86670  4.70316
H  -1.60401  3.12547  5.20986
H  -6.28016  1.90350  1.77279
H  -4.98341  1.01005  2.16526
C  -3.02492  -4.06334  -5.57268
C  -2.96431  -2.57685  -5.19100
C  -4.03246  -1.71220  -5.75147
O  -4.15014  -1.76021  -7.17558
C  -5.41056  -1.13693  -7.52596
N  -2.85189  -2.14911  -3.77655
H  -3.97379  -4.54607  -5.41053
H  -2.18226  -4.68098  -5.19322
H  -2.72902  -4.11348  -6.67392
H  -2.07517  -2.25461  -5.69530
H  -3.87137  -0.67391  -5.44018
H  -4.98572  -2.02709  -5.29258
H  -5.48577  -1.26663  -8.58201
H  -5.30658  -0.10148  -7.44127
H  -6.25978  -1.64401  -7.04536
H  -3.69980  -2.48654  -3.32131
H  -2.00347  -2.54003  -3.41623
C  2.24581  3.38956  -7.89438
C  2.12865  1.93054  -8.22563
C  2.63799  1.06727  -7.04313
O  4.07033  0.80243  -7.05009
C  4.52001  -0.12336  -7.99674
N  0.80173  1.73320  -8.63508
H  3.32622  3.68160  -7.67237
H  1.55768  3.55501  -7.03974
H  1.96959  4.02727  -8.72513
H  2.90149  1.70966  -8.92932
H  2.09181  0.06622  -6.96759
H  2.42560  1.56961  -6.09214
H  4.12480  -1.13160  -7.73980
H  5.61723  -0.20770  -7.88593
H  4.30751  0.15083  -9.06625
H  0.13311  2.13511  -7.99533
H  0.41601  0.79068  -8.84294
C  0.40599  3.83752  -2.57081
C  0.16778  3.65756  -4.08809
C  -0.63683  2.44342  -4.28816
O  -0.74325  2.10285  -5.69785
C  -1.50097  0.82376  -5.82429
N  -0.34140  4.77997  -4.81190
H  -0.49987  3.90626  -1.94225
H  0.96131  4.78040  -2.36791
H  0.98264  2.97567  -2.25183
H  1.18233  3.51077  -4.47547
H  -1.68512  2.56843  -3.87347
H  -0.23919  1.53042  -3.81793
H  -1.70130  0.71914  -6.86585
H  -2.48089  0.82842  -5.36790
H  -0.93105  -0.01601  -5.43155
H  -0.08645  4.62196  -5.82262
H  0.15696  5.63661  -4.58077
C  2.97204  -0.26906  -2.07054
C  4.23247  0.55551  -1.82240
C  3.98236  1.75320  -0.81586
O  5.00988  2.65695  -0.80199
C  4.59560  3.88827  -1.25227
N  5.39913  -0.25757  -1.44370
H  2.47758  -0.44049  -1.10350
H  3.19353  -1.16747  -2.63874
H  2.28303  0.38256  -2.64632
H  4.44330  1.05044  -2.77430
H  3.92950  1.24048  0.18742
H  2.95032  2.17873  -1.00557
H  5.46325  4.49642  -1.27474
H  3.85200  4.31541  -0.56562
H  4.11412  3.82255  -2.21058
H  6.17739  0.40240  -1.31244
H  5.34242  -0.66417  -0.49565
C  -4.59323  0.68715  -1.11715
C  -4.50394  1.77144  -2.15442
C  -5.14890  1.15970  -3.37275
O  -5.26019  2.16592  -4.37754
C  -6.52476  2.26158  -4.95248
N  -5.14417  3.00098  -1.65964
H  -5.60950  0.32425  -1.04693
H  -4.26281  0.98701  -0.14604
H  -3.93449  -0.14812  -1.42329
H  -3.47983  1.86829  -2.47149
H  -6.20386  0.84758  -3.15932
H  -4.59030  0.21427  -3.66793
H  -6.33425  2.86564  -5.81551
H  -7.23926  2.75409  -4.32424
H  -6.94755  1.32633  -5.31312
H  -5.00756  3.75689  -2.31195
H  -4.67525  3.19458  -0.77741
C  2.23003  4.77031  2.03043
C  1.86393  5.84271  3.06960
C  2.66814  5.77511  4.35145
O  2.96939  4.53043  4.89342
C  1.80665  3.94119  5.49166
N  1.91288  7.15739  2.57661
H  3.14027  4.99774  1.51566
H  1.39119  4.79420  1.36806
H  2.34037  3.81165  2.55695
H  0.83696  5.69915  3.31299
H  2.23745  6.47013  5.06730
H  3.59115  6.23772  4.18784
H  0.91949  3.89998  4.77332
H  1.53547  4.55556  6.38167
H  2.04060  2.91839  5.82033
H  2.56058  7.23446  1.76036
H  0.94669  7.43248  2.24121
C  -1.72744  1.33867  9.26658
C  -1.56949  -0.10885  8.94442
C  -2.74985  -0.90492  9.54961
O  -3.87867  -0.36361  8.85488
C  -5.06461  -0.32772  9.61826
N  -1.49010  -0.26476  7.48913
H  -1.02456  1.93611  8.69895
H  -1.67511  1.58619  10.34743
H  -2.69658  1.68485  8.93869
H  -0.62950  -0.55498  9.32612
H  -2.79602  -0.73939  10.63277
H  -2.56600  -2.00178  9.37959
H  -5.06701  0.32408  10.51906
H  -5.28434  -1.36206  9.89363
H  -5.75506  0.06813  8.88319
H  -1.56399  -1.24569  7.25945
H  -2.24540  0.24393  7.05654
C  4.07714  -1.66384  1.49249
C  5.10713  -1.94451  2.62895
C  6.43621  -2.09226  1.84619
O  6.29948  -3.09485  0.81981
C  7.55385  -3.38395  0.16385
N  5.33257  -0.86328  3.59662
H  4.27743  -0.79953  0.92469
H  3.12242  -1.40531  1.95743
H  4.13002  -2.54083  0.80126
H  4.89373  -2.95116  3.09440
H  7.22333  -2.35956  2.56911
H  6.81702  -1.18241  1.34826
H  7.45268  -4.35139  -0.22155
H  8.38920  -3.26058  0.87452
H  7.69945  -2.69436  -0.63435
H  5.21523  -1.32985  4.52899
H  4.78547  -0.00709  3.49779
C  0.24258  -2.91172  0.26483
C  0.98801  -3.87330  1.18296
C  0.00790  -4.86563  1.90455
O  -1.09598  -4.25046  2.50198
C  -1.15441  -4.43812  3.94071
N  1.82476  -4.77036  0.38757
H  -0.61800  -2.53766  0.83276
H  -0.14286  -3.39301  -0.60415
H  0.79789  -2.03133  -0.03843
H  1.55153  -3.25515  1.89606
H  0.55253  -5.42966  2.62873
H  -0.42776  -5.47029  1.08538
H  -0.17657  -4.51086  4.36196
H  -1.60251  -5.36082  4.21209
H  -1.66073  -3.62891  4.38863
H  2.42059  -5.30001  0.96242
H  2.42799  -4.20822  -0.15414
C  1.17846  0.53733  1.77276
C  0.20537  1.59631  1.24092
C  -0.83867  1.05958  0.29222
O  -0.11718  0.51176  -0.74614
C  -0.93851  -0.20268  -1.62758
N  -0.58715  2.20333  2.40266
H  0.81738  -0.00308  2.56675
H  2.19642  1.02047  1.93881
H  1.41459  -0.10184  0.91388
H  0.82018  2.37201  0.76195
H  -1.58383  1.87299  -0.08158
H  -1.50089  0.29601  0.75849
H  -0.18497  -0.63612  -2.34258
H  -1.58375  0.43118  -2.17087
H  -1.46973  -1.08545  -1.21797
H  -0.12241  3.07026  2.71717
H  -1.41611  2.63734  2.09318
C  6.58639  3.15842  4.25048
C  5.65219  2.63103  3.11004
O  4.44269  2.14058  3.68018
H  6.07945  3.75492  4.95401
H  7.36229  3.82838  3.75417
H  6.98366  2.20750  4.69019
H  6.15004  1.77056  2.65211
H  5.39979  3.37369  2.38968
H  4.00236  2.84444  4.15487
C  2.64420  -0.18967  6.35614
C  1.65702  -0.15854  5.13718
O  1.60565  -1.51758  4.53918
H  2.49383  0.79445  6.73707
H  3.66689  -0.25891  5.97335
H  2.43119  -0.93725  7.10754
H  2.08125  0.50588  4.41039
H  0.63335  0.10708  5.28264
H  1.14313  -1.52052  3.73211
C  -3.19984  -0.79705  4.06250
C  -2.38686  -0.56801  2.79465
O  -3.26760  -0.29142  1.73309
H  -3.99253  -0.04695  4.12944
H  -2.55980  -0.85472  5.00511
H  -3.62077  -1.80784  4.01148
H  -1.77397  -1.50452  2.54964
H  -1.68574  0.24782  2.77513
H  -3.67382  -1.13069  1.47490
C  1.46474  -2.33565  -4.93772
C  1.33725  -3.30342  -3.73966
O  -0.03074  -3.62491  -3.50303
H  2.57551  -2.11987  -5.05171
H  0.99562  -1.37668  -4.78466
H  1.10900  -2.71940  -5.92054
H  1.90836  -2.87933  -2.84465
H  1.89274  -4.23594  -4.04987
H  -0.17338  -4.39846  -2.91852
C  5.91442  -4.25373  -4.67523
C  5.63323  -3.33789  -3.49429
O  5.99965  -2.00036  -3.73801
H  6.96351  -4.18429  -4.95103
H  5.22778  -4.03119  -5.48982
H  5.67117  -5.25295  -4.33219
H  6.25154  -3.71515  -2.63170
H  4.57520  -3.34349  -3.21086
H  5.82680  -1.49184  -2.92364
C  3.71892  -5.73917  5.70092
C  3.87320  -4.28210  5.55348
O  3.37011  -3.95538  4.30580
H  2.67297  -6.05054  5.62185
H  4.09480  -6.21669  6.56994
H  4.24529  -6.07813  4.86463
H  4.91534  -4.05712  5.64007
H  3.36781  -3.72489  6.37993
H  3.01692  -3.05283  4.21326

***

The following is a DFT calculation (ωB97M-V/def2-TZVPD) of C68H41Cl7N4PSW as an isolated structure in a non-equilibrium geometry.

Properties
2S+1 ... 1
Frontier orbital gap (spin up / spin down) ... 5.3 / 5.3 eV
Net charge ... +1
Energy above the lowest of the compared OMol25 structures with the same formula, charge and spin ... 238.52 kJ/mol
HOMO level (spin up / spin down) ... -9.497 / -9.495 eV

Element x y z (Å)
W  0.33922  -0.10342  -0.13750
Cl  -4.74548  -2.59792  -7.50780
C  -3.96738  -1.78092  -6.21360
C  -4.60268  -1.62152  -4.98840
C  -3.96388  -0.97972  -3.95060
C  -2.66408  -0.45832  -4.08940
C  -2.04138  -0.66582  -5.33680
C  -2.67418  -1.30512  -6.37710
C  -1.90718  0.04578  -2.95890
C  -2.43908  0.14468  -1.66330
C  -3.78138  0.48528  -1.32220
C  -3.90248  0.38798  0.02930
C  -2.64418  -0.04852  0.53410
C  -2.42288  -0.52752  1.82380
C  -3.57438  -0.68672  2.73640
C  -3.51128  -0.30922  4.07430
C  -4.56598  -0.55642  4.93240
C  -5.68138  -1.23672  4.46790
Cl  -6.96748  -1.61732  5.54740
C  -5.74768  -1.65402  3.14480
C  -4.70158  -1.37202  2.28850
C  -1.28478  -1.28842  2.15470
N  -0.30728  -1.58842  1.21730
C  0.17042  -2.81822  1.58700
C  1.05812  -3.59622  0.82810
C  0.86162  -5.06192  0.87130
C  1.69252  -6.00772  1.44930
C  1.40282  -7.35702  1.32320
C  0.28652  -7.76322  0.60920
Cl  -0.06178  -9.44132  0.42500
C  -0.56328  -6.82392  0.04180
C  -0.28108  -5.48222  0.18810
C  1.88672  -3.01972  -0.11860
C  3.03152  -3.65152  -0.69570
C  3.62262  -2.74012  -1.50680
C  2.77832  -1.58462  -1.51940
N  1.75472  -1.73472  -0.59650
C  2.82392  -0.60812  -2.50700
C  1.67282  0.11998  -2.84570
C  1.47842  0.88828  -4.01170
C  0.11672  0.99948  -4.18460
C  -0.49778  0.30718  -3.11980
N  0.44552  -0.15142  -2.25280
C  3.92392  -0.63172  -3.50300
C  3.82142  -1.55632  -4.54100
C  4.78232  -1.61752  -5.53010
C  5.86152  -0.74542  -5.48710
Cl  7.05592  -0.80272  -6.73220
C  5.97852  0.17508  -4.45670
C  5.01052  0.22948  -3.46820
C  -0.38218  -3.22272  2.82450
C  -1.25268  -2.24252  3.20780
N  -1.71508  -0.07792  -0.50120
H  -5.58888  -2.03192  -4.84540
H  -4.47648  -0.93132  -3.00550
H  -1.02228  -0.35632  -5.49180
H  -2.15258  -1.46022  -7.30960
H  -4.52428  0.84428  -2.00640
H  -4.76398  0.60318  0.63000
H  -2.61478  0.15288  4.45460
H  -4.50618  -0.25182  5.96570
H  -6.59628  -2.21852  2.79240
H  -4.72798  -1.74162  1.27310
H  2.56422  -5.69632  2.00450
H  2.04702  -8.09762  1.76730
H  -1.43028  -7.13772  -0.51590
H  -0.93368  -4.73982  -0.25190
H  3.34732  -4.64962  -0.46850
H  4.50792  -2.85422  -2.10050
H  2.26032  1.25438  -4.64770
H  -0.39878  1.54038  -4.95310
H  2.97342  -2.22582  -4.56940
H  4.69452  -2.33132  -6.33340
H  6.82182  0.84668  -4.43400
H  5.10012  0.95398  -2.67360
H  -0.12288  -4.11822  3.35130
H  -1.84308  -2.21152  4.09850
Cl  2.74572  0.72698  0.37280
C  3.19982  2.13298  -0.53600
C  4.53222  2.49038  -0.62910
C  4.86812  3.63998  -1.32380
C  3.87472  4.42328  -1.89080
C  2.54712  4.04998  -1.78790
Cl  1.31232  5.02988  -2.46400
C  2.17552  2.87098  -1.12460
S  0.50832  2.39668  -1.04570
H  5.29052  1.88238  -0.16130
H  5.90292  3.92428  -1.41890
H  4.12892  5.32508  -2.42430
Cl  1.72262  -0.60622  2.96150
C  1.16212  0.55488  4.11890
C  1.59702  0.48478  5.43250
C  1.22882  1.47988  6.32110
C  0.46082  2.55118  5.88960
C  0.03262  2.60858  4.57720
C  0.33342  1.58168  3.67990
P  -0.13578  1.74858  1.90360
C  -1.84978  2.39938  1.95140
C  -2.38148  2.81598  0.72830
C  -3.64308  3.37508  0.65750
C  -4.41538  3.49418  1.80280
C  -3.91658  3.04008  3.01060
C  -2.64058  2.50548  3.09040
C  0.79442  3.34258  1.75970
C  2.13572  3.35708  2.13710
C  2.88212  4.51538  2.02490
C  2.29852  5.67838  1.55540
C  0.95602  5.67778  1.21520
C  0.20642  4.52068  1.31510
H  2.22102  -0.33412  5.75660
H  1.56452  1.42898  7.34540
H  0.18832  3.34028  6.57420
H  -0.51998  3.46928  4.23300
H  -1.80578  2.69568  -0.18190
H  -4.03088  3.69548  -0.29810
H  -5.39538  3.94238  1.75270
H  -4.51978  3.10458  3.90480
H  -2.27558  2.17278  4.04810
H  2.59232  2.46368  2.54260
H  3.92122  4.50278  2.31320
H  2.87932  6.58538  1.48650
H  0.48352  6.58368  0.86950
H  -0.83668  4.54318  1.04080